1.
Below is a structure of composition C2H3BaO2P at a distorted geometry, with properties calculated with the ωB97M-V functional and the def2-TZVPD basis.

XYZ file:
```
9
Properties=species:S:1:pos:R:3:forces:R:3
H 0.739 -0.834 -1.399 0.45 0.45 0.26
O -1.616 0.923 -0.182 1.38 0.50 0.46
C -0.434 0.915 -0.587 -1.23 -1.02 -2.43
H -0.041 1.708 -1.245 -0.18 0.19 0.54
C 0.383 -0.312 -0.506 0.42 1.44 1.35
O 0.043 -1.077 0.594 -0.57 -0.25 1.02
Ba -2.757 -0.648 1.328 0.10 -0.25 0.09
P 1.285 0.073 1.160 -0.29 -1.16 -1.37
H 2.399 -0.747 0.837 -0.09 0.09 0.09
```
Forces are in eV/Å.

Properties
- LUMO energy: -8.50 eV
- Energy above the lowest of the compared OMol25 structures with the same formula, charge and spin: 0.0 kcal/mol
- Gap between HOMO and LUMO: 9.8 eV
- Total charge: +2
- E_HOMO: -18.3 eV

Atom charges from the natural (NBO) analysis, given in e for atoms 1 to 5:
1. H 0.29
2. O -0.75
3. C 0.43
4. H 0.22
5. C -0.20



2.
Below is a cluster of 11 separate species, C11H44N8O11 in total at a distorted geometry, with properties calculated with the ωB97M-V functional and the def2-TZVPD basis.

XYZ file:
```
74
Properties=species:S:1:pos:R:3:forces:R:3
N -2.983 7.107 12.569 1.17 0.41 2.03
C -1.805 7.634 13.192 0.03 -0.31 -2.08
N -1.804 7.603 14.572 0.55 0.47 -1.65
O -0.837 8.016 12.480 -1.78 -0.58 1.86
H -3.821 6.892 13.121 0.45 0.37 -0.13
H -3.125 7.245 11.589 0.40 0.21 -0.17
H -0.992 7.877 15.109 -0.23 -0.17 -0.38
H -2.539 7.120 15.016 -0.76 -0.27 0.64
N 0.166 5.900 18.525 -0.99 2.29 0.20
C -0.727 6.968 18.297 -1.11 -0.25 -0.41
N -0.669 8.275 18.854 2.45 -0.78 0.27
O -1.728 6.755 17.589 0.63 0.07 0.04
H 0.491 5.797 19.481 0.15 -0.08 -0.45
H -0.091 5.067 17.977 0.38 0.46 0.48
H -1.481 8.809 18.640 -0.63 0.04 -0.32
H 0.171 8.901 18.898 -0.89 -1.64 0.02
N -1.691 -0.219 18.215 0.11 -0.67 0.13
C -0.886 0.593 17.496 1.51 0.60 1.07
N 0.475 0.561 17.593 0.19 -0.43 -0.01
O -1.400 1.472 16.843 -1.05 1.76 -1.62
H -1.353 -0.876 18.898 -0.07 0.21 -0.01
H -2.615 0.183 18.293 -0.10 -0.42 0.10
H 0.969 -0.112 18.126 0.02 -0.64 0.49
H 1.060 1.362 17.355 -0.60 -0.03 -0.22
N 3.156 3.923 15.254 -1.41 -0.34 0.68
C 2.076 3.618 16.152 0.19 0.00 -0.32
N 0.652 4.018 16.129 2.87 0.11 -0.53
O 2.393 2.951 17.109 -0.02 -0.83 0.70
H 3.004 4.114 14.284 -0.68 0.42 -0.33
H 3.941 3.263 15.356 -0.88 0.58 0.43
H 0.128 3.157 16.045 -0.34 -0.05 -0.03
H 0.421 4.696 15.426 -0.09 0.07 -0.78
C -6.753 6.986 14.591 0.60 -0.66 -0.95
O -5.299 6.921 14.597 -1.18 0.35 -0.81
H -7.231 6.004 14.809 0.48 0.49 -0.14
H -7.091 7.686 15.338 -0.22 0.38 0.17
H -7.069 7.296 13.554 0.37 -0.19 1.18
H -4.963 6.462 15.373 -0.06 -0.21 0.48
C -5.425 3.106 18.336 0.29 0.32 -0.02
O -4.287 2.232 18.214 -1.03 -0.51 0.41
H -6.102 2.853 19.169 1.00 0.11 0.40
H -5.118 4.163 18.318 -0.24 -0.34 0.34
H -6.117 2.971 17.525 0.03 -0.14 -1.05
H -3.467 2.695 18.063 0.08 0.51 -0.10
C -4.588 9.488 17.229 0.88 -0.91 0.78
O -4.415 8.248 17.943 -1.89 1.48 0.70
H -4.922 9.286 16.245 -0.63 -0.14 -1.05
H -5.279 10.118 17.771 -0.25 -0.04 0.14
H -3.650 10.014 17.133 0.44 0.30 0.10
H -3.613 7.811 17.755 1.64 -0.72 -0.66
C -1.447 1.657 13.091 1.28 0.36 0.72
O -0.401 1.571 14.105 -1.68 0.38 -0.06
H -2.045 0.764 13.133 -0.27 -0.50 -0.32
H -2.107 2.513 13.282 0.20 0.01 -0.21
H -0.912 1.768 12.150 -0.38 -0.05 -0.17
H -0.948 1.606 14.917 0.86 -0.28 0.13
C 0.103 5.093 12.250 0.87 -2.12 -0.37
O 0.843 5.791 13.231 -0.27 0.16 -0.20
H -0.955 5.207 12.267 -0.94 0.84 0.17
H 0.458 5.196 11.211 0.05 0.48 0.38
H 0.208 4.012 12.462 0.30 0.34 0.10
H 0.612 6.723 13.105 0.01 0.17 0.01
C -7.427 6.486 19.747 0.65 0.80 -0.67
O -6.713 6.801 18.526 -0.95 0.02 0.84
H -8.046 5.652 19.486 -0.42 -0.54 0.11
H -6.675 6.183 20.485 -0.45 0.05 0.27
H -8.093 7.309 20.129 0.79 -0.57 -0.36
H -6.012 7.420 18.750 0.34 0.08 -0.32
C -3.804 4.206 15.322 0.54 0.54 -1.13
O -3.797 5.382 16.177 -0.75 -1.37 -0.74
H -2.917 4.186 14.649 -0.25 0.10 0.63
H -3.859 3.258 15.841 0.02 0.02 0.50
H -4.632 4.256 14.608 -0.20 0.22 0.40
H -2.893 5.650 16.278 0.88 0.18 0.67
```
Forces are in eV/Å.

Properties
- LUMO energy: 0.46 eV
- Energy above the lowest of the compared OMol25 structures with the same formula, charge and spin: 27.0 kcal/mol
- Gap between HOMO and LUMO: 10.2 eV
- SMILES: NC(N)=O.NC(N)=O.NC(N)=O.NC(N)=O.CO.CO.CO.CO.CO.CO.CO
- E_HOMO: -9.8 eV

Atom charges from the Mulliken analysis, given in e for atoms 1 to 5:
1. N -0.24
2. C 0.50
3. N 0.03
4. O -0.76
5. H 0.20



3.
Below is a structure of composition C31H24N2P2PdS2Te, with properties calculated with the ωB97M-V functional and the def2-TZVPD basis.

XYZ file:
```
63
Properties=species:S:1:pos:R:3:forces:R:3
Pd -1.976 0.150 -2.017 -0.23 -0.38 0.41
Te 1.303 1.079 1.602 -0.02 -0.06 0.00
C 2.561 -0.627 1.678 -0.01 0.00 -0.04
C 3.637 -0.687 2.560 0.00 0.01 0.01
C 4.442 -1.813 2.568 -0.01 -0.01 0.01
N 4.258 -2.871 1.778 0.00 0.00 0.00
C 3.223 -2.801 0.938 0.01 0.03 0.00
C 2.360 -1.721 0.848 0.03 0.08 -0.05
C -0.063 0.536 0.165 -0.08 0.05 0.03
P 0.013 0.885 -1.574 -0.13 0.48 -0.26
C 1.612 0.198 -2.125 -0.09 -0.09 0.00
C 1.657 -1.058 -2.728 0.00 0.10 -0.04
C 2.875 -1.667 -2.984 -0.01 -0.01 -0.03
C 4.065 -1.022 -2.660 -0.02 -0.05 0.01
C 4.027 0.234 -2.078 -0.04 0.00 0.04
C 2.805 0.840 -1.805 0.05 0.00 0.01
C 0.238 2.692 -1.801 0.14 -0.03 0.12
C 0.819 3.206 -2.959 0.04 0.04 0.00
C 0.956 4.575 -3.124 0.02 -0.03 -0.01
C 0.501 5.450 -2.143 -0.03 0.01 0.02
C -0.094 4.946 -0.997 0.01 0.03 -0.02
C -0.218 3.571 -0.827 0.01 -0.04 0.02
P -1.661 -0.195 0.325 0.24 -0.16 -0.25
C -2.621 0.517 1.714 -0.06 0.06 -0.07
C -2.168 0.591 3.032 -0.01 0.00 -0.01
C -2.949 1.188 4.012 0.00 0.00 -0.01
C -4.195 1.712 3.689 0.00 0.00 0.00
C -4.658 1.637 2.384 0.00 -0.01 0.00
C -3.874 1.043 1.401 0.00 -0.01 -0.01
C -1.441 -1.944 0.866 -0.01 0.05 0.09
C -2.067 -2.546 1.954 -0.01 -0.01 -0.01
C -1.857 -3.891 2.243 0.00 0.01 0.00
C -1.020 -4.655 1.446 0.01 0.01 0.00
C -0.404 -4.070 0.345 -0.04 0.00 -0.02
C -0.619 -2.733 0.058 -0.16 -0.07 0.00
H 3.853 0.131 3.238 0.01 0.00 0.00
H 5.285 -1.869 3.253 0.00 0.00 0.00
H 3.076 -3.661 0.291 0.00 -0.01 0.00
H 1.540 -1.723 0.140 0.21 0.07 0.10
H 0.719 -1.512 -3.028 -0.01 -0.03 -0.02
H 2.898 -2.643 -3.455 0.00 0.00 0.00
H 5.017 -1.501 -2.860 -0.01 0.00 0.00
H 4.949 0.744 -1.820 0.00 0.00 0.00
H 2.783 1.817 -1.338 0.00 -0.02 0.00
H 1.122 2.517 -3.737 0.00 0.03 0.02
H 1.406 4.963 -4.030 0.00 0.00 0.00
H 0.601 6.521 -2.279 0.00 0.00 0.00
H -0.463 5.619 -0.232 -0.01 0.00 0.00
H -0.688 3.173 0.065 0.01 -0.02 0.00
H -1.200 0.183 3.290 0.01 0.00 0.00
H -2.583 1.244 5.031 0.00 0.00 0.00
H -4.804 2.176 4.456 0.00 0.00 0.00
H -5.631 2.036 2.124 0.00 0.00 0.00
H -4.228 0.979 0.378 0.00 0.00 0.00
H -2.733 -1.969 2.582 0.00 0.02 0.01
H -2.352 -4.338 3.098 0.00 0.00 0.00
H -0.854 -5.701 1.674 0.00 0.00 0.00
H 0.239 -4.660 -0.297 0.01 -0.01 0.00
H -0.155 -2.281 -0.813 -0.08 -0.04 0.00
S -1.145 0.749 -4.068 0.16 -0.11 0.07
S -6.853 -0.701 -2.621 0.00 0.00 0.04
C -5.211 -0.564 -2.466 0.00 -0.05 -0.02
N -4.056 -0.478 -2.359 0.07 0.15 -0.09
```
Forces are in eV/Å.

Properties
- LUMO energy: 3.72 eV
- Energy above the lowest of the compared OMol25 structures with the same formula, charge and spin: 0.0 kcal/mol
- Gap between HOMO and LUMO: 4.6 eV
- Total charge: -2
- E_HOMO: -0.9 eV

Atom charges from the natural (NBO) analysis, given in e for atoms 1 to 5:
1. Pd 0.33
2. Te 0.53
3. C -0.20
4. C -0.31
5. C 0.02



4.
Below is a cluster of 4 separate species, C25H26N4O11 in total at a distorted geometry, with properties calculated with the ωB97M-V functional and the def2-TZVPD basis.

XYZ file:
```
66
Properties=species:S:1:pos:R:3:forces:R:3
O -6.626 -0.412 4.590 -0.98 0.03 -1.52
N -7.282 -0.386 3.539 -0.64 -0.35 1.16
O -8.486 -0.668 3.456 1.74 0.41 0.15
C -6.585 0.002 2.307 0.50 0.25 -0.83
C -5.215 0.294 2.347 -0.06 -0.02 -0.02
C -4.552 0.639 1.168 -0.45 -0.09 -0.01
C -5.253 0.696 -0.038 -0.10 0.00 0.04
C -6.620 0.415 -0.073 0.19 -0.03 0.43
C -7.293 0.066 1.099 0.04 -0.01 0.01
H -4.654 0.254 3.279 -0.33 -0.06 -0.13
H -3.487 0.860 1.188 -0.21 -0.06 0.06
H -4.730 0.960 -0.956 -0.20 -0.13 0.28
H -7.160 0.464 -1.016 0.08 -0.02 0.23
H -8.358 -0.153 1.054 0.28 0.01 0.24
O 2.192 0.164 -1.991 -0.79 -0.84 -1.18
N 1.577 -0.510 -2.832 0.44 1.07 -0.54
O 1.427 -0.183 -4.018 0.30 -0.42 1.79
C 0.984 -1.778 -2.391 -0.43 -0.88 0.34
C 1.098 -2.168 -1.049 0.00 0.05 -0.06
C 0.510 -3.363 -0.630 -0.03 0.13 -0.41
C -0.179 -4.161 -1.544 0.06 0.12 -0.04
C -0.282 -3.776 -2.882 0.21 0.26 0.26
C 0.299 -2.581 -3.312 0.01 0.02 0.03
H 1.632 -1.557 -0.325 -0.09 0.00 -0.28
H 0.587 -3.671 0.410 0.03 0.11 -0.20
H -0.641 -5.090 -1.212 0.10 0.19 -0.07
H -0.819 -4.405 -3.588 0.13 0.18 0.11
H 0.207 -2.293 -4.357 0.12 0.12 0.32
O 2.346 -1.621 2.412 -1.36 -0.39 0.98
N 1.401 -1.903 3.164 -0.15 1.20 -0.61
O 0.408 -1.183 3.343 1.48 -1.06 -0.32
C 1.466 -3.172 3.898 0.07 -0.87 0.52
C 2.589 -4.000 3.755 -0.06 0.02 0.02
C 2.656 -5.195 4.474 -0.32 0.24 0.02
C 1.610 -5.560 5.323 -0.02 0.12 -0.07
C 0.489 -4.740 5.455 0.31 0.12 -0.26
C 0.411 -3.541 4.743 0.04 0.00 -0.02
H 3.412 -3.729 3.098 -0.31 0.13 0.13
H 3.526 -5.840 4.375 -0.17 0.18 -0.02
H 1.670 -6.490 5.886 -0.02 0.20 -0.13
H -0.324 -5.033 6.116 0.15 0.12 -0.16
H -0.468 -2.911 4.860 0.32 -0.02 -0.16
C 5.634 2.192 -1.202 0.07 0.38 1.11
O 5.857 2.973 -2.433 -2.01 -2.05 0.19
C 4.642 2.980 -3.293 0.74 1.21 -0.70
C 3.841 4.374 -2.968 -0.74 0.42 -0.53
C 2.250 4.133 -2.510 1.31 0.09 -0.58
C 1.676 5.607 -2.086 2.69 -0.52 -0.59
O 0.310 5.623 -1.549 -1.68 -4.22 -0.89
C -0.492 4.476 -1.995 -0.90 1.08 -6.91
O -0.864 4.325 -3.296 2.36 0.70 9.52
O -0.923 3.522 -0.919 4.51 3.43 -1.41
O -2.237 3.370 -1.030 -3.86 -4.99 -2.17
C -2.479 2.045 -1.689 -3.98 -3.37 -6.53
N -2.964 1.180 -2.549 4.55 7.53 8.00
H 5.235 2.935 -0.366 0.80 -1.58 -1.53
H 4.847 1.330 -1.305 1.52 1.60 -0.10
H 6.666 1.741 -0.838 -2.14 1.02 -0.88
H 5.054 3.054 -4.411 -0.89 -0.24 2.49
H 3.997 2.007 -3.211 1.15 1.87 0.14
H 4.431 5.029 -2.165 -1.22 -1.69 -1.68
H 3.820 5.014 -3.975 0.00 -1.28 2.21
H 2.261 3.345 -1.619 -0.32 1.76 -1.85
H 1.732 3.678 -3.484 0.82 1.02 2.42
H 1.840 6.322 -3.021 -0.87 -1.42 2.02
H 2.383 5.999 -1.209 -1.80 -0.78 -1.85
```
Forces are in eV/Å.

Properties
- LUMO energy: -1.04 eV
- Gap between HOMO and LUMO: 8.5 eV
- SMILES: O=[N+]([O-])c1ccccc1.O=[N+]([O-])c1ccccc1.O=[N+]([O-])c1ccccc1.COCCCCOC(=O)OOC#N
- E_HOMO: -9.5 eV

Atom charges from the natural (NBO) analysis, given in e for atoms 1 to 5:
1. O -0.38
2. N 0.50
3. O -0.37
4. C 0.08
5. C -0.20



5.
Below is an isolated molecule of C7H8N2O2 at a distorted geometry, with properties calculated with the ωB97M-V functional and the def2-TZVPD basis.

XYZ file:
```
19
Properties=species:S:1:pos:R:3:forces:R:3
N -2.803 -1.312 -0.165 -0.86 2.96 -1.26
C -1.647 -0.452 -0.077 0.41 -2.99 0.73
C -1.666 0.883 0.049 0.45 3.19 -0.53
C -0.424 1.594 -0.047 -3.28 2.18 -0.31
C 0.796 1.002 -0.071 -1.23 0.53 -0.23
N 1.919 1.764 -0.130 0.07 4.38 -1.45
C 0.792 -0.364 -0.132 1.73 -1.87 1.08
C 2.233 -0.873 -0.090 2.09 -0.96 0.88
O 3.282 -0.220 0.020 -2.95 -1.90 -0.36
O 2.386 -2.244 -0.070 -1.45 0.14 -0.14
C -0.404 -1.101 -0.036 0.37 0.38 -0.66
H -3.640 -0.683 -0.178 0.85 -0.86 -0.24
H -2.924 -1.828 0.651 0.02 -1.33 1.68
H -2.638 1.428 0.193 1.12 -0.42 -0.41
H -0.452 2.719 -0.224 -0.14 -1.48 0.78
H 2.529 1.775 0.653 0.65 -0.59 0.35
H 1.669 2.786 -0.339 0.37 -2.06 0.53
H 1.500 -2.692 -0.051 1.15 0.66 -0.15
H -0.507 -2.182 0.045 0.62 0.04 -0.28
```
Forces are in eV/Å.

Properties
- LUMO energy: 0.26 eV
- Energy above the lowest of the compared OMol25 structures with the same formula, charge and spin: 29.4 kcal/mol
- Gap between HOMO and LUMO: 8.6 eV
- SMILES: Nc1ccc(N)c(C(=O)O)c1
- E_HOMO: -8.3 eV

Atom charges from the natural (NBO) analysis, given in e for atoms 1 to 5:
1. N -0.80
2. C 0.11
3. C -0.22
4. C -0.21
5. C 0.15



6.
Below is a structure of composition C19H20BrClF5N5O5PtS at a distorted geometry, with properties calculated with the ωB97M-V functional and the def2-TZVPD basis.

XYZ file:
```
58
Properties=species:S:1:pos:R:3:forces:R:3
Pt -0.277 0.390 -0.376 0.21 -1.56 0.38
C 0.976 0.657 5.140 0.08 0.08 -0.16
N -0.057 0.435 4.130 -0.01 0.15 0.08
C -1.387 0.974 4.409 0.06 -0.04 -0.12
C 0.265 0.208 2.838 -0.06 -0.49 -0.10
N -0.591 0.273 1.867 -0.03 0.78 -0.98
N 1.552 -0.257 2.614 0.03 0.46 0.23
C 2.263 -0.137 1.437 0.33 -0.46 -0.35
N 3.611 -0.058 1.623 -0.05 -0.07 0.22
N 1.708 -0.279 0.292 -0.07 0.43 -0.05
H 0.492 0.786 6.101 -0.02 -0.02 0.03
H 1.560 1.555 4.917 0.00 0.00 -0.01
H 1.638 -0.205 5.232 -0.04 -0.03 0.08
H -1.510 1.063 5.483 0.02 -0.04 0.02
H -2.152 0.294 4.034 -0.02 0.00 0.02
H -1.501 1.960 3.956 -0.04 0.04 0.00
H -1.446 0.753 2.104 -0.01 -0.03 0.13
H 2.147 -0.230 3.422 0.00 0.00 0.06
H 3.910 0.487 2.417 0.01 0.13 -0.04
H 4.148 0.129 0.793 0.02 0.01 -0.04
H 2.317 -0.162 -0.508 0.18 -0.04 0.09
F 0.340 2.773 -1.897 0.63 -0.14 -0.03
C -0.695 1.984 -1.761 -1.46 -1.11 1.12
F -1.694 2.678 -1.211 -0.28 0.41 0.03
H -1.012 1.595 -2.728 0.17 -0.37 0.01
Cl 1.945 -4.790 -7.108 0.04 -0.03 -0.02
C 1.587 -3.770 -5.752 -0.04 0.08 0.11
C 2.000 -2.447 -5.767 0.03 0.01 -0.06
C 1.682 -1.625 -4.697 0.01 -0.04 -0.08
C 0.955 -2.127 -3.625 0.07 0.04 0.09
C 0.563 -3.462 -3.614 0.04 0.06 -0.07
C 0.880 -4.290 -4.678 -0.04 -0.04 0.05
C 0.569 -1.237 -2.485 -0.05 -0.38 0.08
O -0.151 -1.700 -1.575 -0.05 0.02 -0.32
O 0.969 -0.041 -2.463 -0.35 0.46 0.19
H 2.560 -2.070 -6.613 -0.03 0.00 0.02
H 1.990 -0.588 -4.697 -0.02 -0.01 0.04
H 0.004 -3.832 -2.766 -0.01 -0.03 -0.02
H 0.579 -5.329 -4.681 0.00 0.03 -0.02
Br -6.503 -2.242 -0.687 0.05 0.04 0.02
C -4.752 -1.517 -0.576 -0.12 -0.09 0.04
C -4.210 -0.876 -1.676 0.12 -0.06 -0.06
C -2.924 -0.360 -1.591 -0.33 0.03 -0.06
C -2.204 -0.449 -0.412 0.71 1.46 -1.00
C -2.740 -1.130 0.664 0.06 -0.05 0.27
C -4.025 -1.660 0.590 0.05 -0.02 -0.15
H -4.775 -0.786 -2.594 -0.01 -0.01 0.00
H -2.508 0.110 -2.473 -0.01 0.03 0.06
H -2.176 -1.272 1.573 -0.07 -0.04 -0.03
H -4.443 -2.185 1.438 0.00 -0.01 -0.02
F 2.442 4.660 0.225 -0.09 0.06 0.03
C 1.536 4.793 1.203 0.10 -0.10 0.02
F 0.480 5.446 0.719 0.05 -0.03 0.00
F 2.084 5.528 2.175 -0.07 0.00 0.00
S 1.055 3.129 1.830 0.04 0.28 -0.26
O 2.295 2.599 2.368 0.02 -0.21 -0.02
O 0.030 3.373 2.817 -0.11 -0.07 -0.01
O 0.599 2.479 0.601 0.35 0.50 0.58
```
Forces are in eV/Å.

Properties
- LUMO energy (alpha / beta): -1.90 / -1.90 eV
- Energy above the lowest of the compared OMol25 structures with the same formula, charge and spin: 103.2 kcal/mol
- Gap between HOMO and LUMO (alpha / beta): 6.8 / 6.8 eV
- E_HOMO (alpha / beta): -8.7 / -8.7 eV

Atom charges from the natural (NBO) analysis, given in e for atoms 1 to 5:
1. Pt 1.24
2. C -0.42
3. N -0.40
4. C -0.43
5. C 0.67